This record from the Open Molecules 2025 dataset describes C35H49BiN2O2SbSe4 as an isolated structure. The level of theory is wB97M-V/def2-TZVPD.

```
! wB97M-V def2-TZVPD RIJCOSX def2/J DEFGRID3
* xyz -1 1
Bi 0.55275 1.00481 -0.87143
C 2.02247 4.22327 2.90908
C 1.97031 2.69883 2.94960
C 2.02031 2.25379 4.41857
C 3.07997 2.02407 2.15401
C 4.36692 2.54330 2.19518
C 5.42459 1.87791 1.59923
C 5.20685 0.66147 0.98367
C 3.93137 0.10728 0.88193
C 3.85721 -1.24878 0.18065
C 2.75627 -2.22038 0.61147
C 3.87123 -1.11015 -1.34250
C 2.87148 0.83123 1.43482
N 1.51558 0.37875 1.24881
C 1.00283 -0.21830 2.28185
C -0.28855 -0.72000 2.60459
C -0.43089 -1.06490 3.97446
C -1.60472 -1.49266 4.52252
C -2.72321 -1.60020 3.66685
C -2.63333 -1.32348 2.33757
C -1.40644 -0.88820 1.71257
N -1.29261 -0.68181 0.41196
C -2.36788 -1.04544 -0.42422
C -2.50991 -2.38353 -0.85203
C -3.55862 -2.71334 -1.70561
C -4.45033 -1.75503 -2.15714
C -4.29370 -0.44008 -1.75008
C -3.27056 -0.06432 -0.88598
C -3.17137 1.37580 -0.41111
C -3.93331 1.58362 0.90201
C -3.63835 2.39976 -1.44135
C -1.55477 -3.48001 -0.40360
C -1.26071 -4.49995 -1.51332
C -2.08321 -4.24693 0.81426
H 1.11705 4.62789 3.36626
H 2.09805 4.60238 1.89246
H 2.87300 4.61036 3.47669
H 1.01205 2.39728 2.52283
H 2.96574 2.56714 4.86916
H 1.93722 1.17640 4.54581
H 1.20741 2.72020 4.97927
H 4.54198 3.48803 2.69208
H 6.41957 2.30323 1.62905
H 6.04190 0.12011 0.55162
H 4.80199 -1.72967 0.45697
H 1.76839 -1.92435 0.25477
H 2.69980 -2.32497 1.69647
H 2.97679 -3.20632 0.19322
H 2.93640 -0.69426 -1.72162
H 4.01147 -2.09094 -1.80542
H 4.67099 -0.44893 -1.67659
H 1.70251 -0.34669 3.10855
H 0.44266 -0.95804 4.60923
H -1.67907 -1.73097 5.57407
H -3.67772 -1.91866 4.07204
H -3.50510 -1.43859 1.70718
H -3.67315 -3.74114 -2.02936
H -5.25800 -2.02892 -2.82467
H -4.98462 0.31159 -2.10962
H -2.12157 1.58175 -0.19572
H -4.99413 1.35357 0.76467
H -3.84874 2.62369 1.22468
H -3.54805 0.95162 1.69858
H -4.72677 2.39901 -1.54207
H -3.19740 2.20872 -2.41800
H -3.33748 3.40042 -1.12480
H -0.61912 -2.99472 -0.11347
H -2.05722 -5.24521 -1.57797
H -0.33583 -5.03807 -1.29620
H -1.16845 -4.03605 -2.49436
H -3.06100 -4.67950 0.58462
H -2.18644 -3.61106 1.68955
H -1.40387 -5.06562 1.06555
C -0.87511 2.44238 -3.84558
O -1.05812 1.24487 -3.09025
C -1.11301 0.06921 -3.87737
C 0.25024 -0.37990 -4.36869
O 1.09070 -0.86180 -3.33542
C 0.67901 -2.11246 -2.82521
H -1.62137 2.49450 -4.64544
H 0.13053 2.51196 -4.26178
H -1.00605 3.27662 -3.16225
H -1.76992 0.23793 -4.74017
H -1.58087 -0.69636 -3.25292
H 0.78600 0.45413 -4.82249
H 0.11243 -1.16071 -5.12987
H 0.49574 -2.82302 -3.63992
H -0.22516 -2.02749 -2.21539
H 1.48458 -2.49241 -2.19902
Se 1.13129 5.46957 -3.59892
Sb 1.98397 4.38839 -1.64303
Se 2.69735 1.99032 -2.14453
Se -0.01434 3.48450 -0.21285
Se 3.60322 5.53264 -0.32170
*
```

Values from the calculation:
E_LUMO	2.3	eV
orbital gap	6.91	eV
E	-317933.01488	eV